Entry 1:
2 unconnected molecules or ions with the total composition C4H8NO in a non-equilibrium geometry, computed with the ωB97M-V functional and the def2-TZVPD basis.

XYZ file:
```
14
C4H8NO the ωB97M-V functional and the def2-TZVPD basis
C 1.2160 -0.7106 0.0909
C 1.8455 0.6811 0.3634
C -1.4175 -1.8592 -2.1224
C 0.9390 1.7334 0.9510
N 1.8749 -0.5267 1.1828
O 2.4531 -0.8786 2.2705
H -1.2507 -1.0024 -1.4279
H 2.8768 0.8590 -0.0745
H -0.4056 -2.2924 -2.1328
H -1.7034 -1.6467 -3.1306
H -2.1799 -2.5847 -1.8150
H 1.1515 2.7952 0.7447
H 0.8477 1.5803 1.9995
H -0.1379 1.5355 0.6429
```

Properties
Total energy (eV): -7811.148
Energy above the lowest of the compared OMol25 structures with the same formula, charge and spin (eV): 2.2801
Gap between HOMO and LUMO (eV): 6.98
Maximum force (eV/Å): 2.35
Charge: -1

Entry 2:
A gas-phase ion, C4H8NO (charge +1) in a non-equilibrium geometry, computed with the ωB97M-V functional and the def2-TZVPD basis.

XYZ file:
```
14
C4H8NO the ωB97M-V functional and the def2-TZVPD basis
C -2.1499 0.0169 -0.3119
C -0.8487 0.1728 -0.1646
C 0.2036 1.1728 0.0307
C 1.2182 0.1036 0.3225
O 2.3379 0.0402 -0.4951
N 0.1569 -1.0393 -0.0500
H -2.6652 -0.9493 -0.2417
H -2.8865 0.7241 -0.4030
H 0.6080 1.7404 -0.8446
H 0.0157 2.0742 0.7375
H 1.5150 0.2692 1.4353
H 2.9998 -0.5590 -0.1155
H -0.1595 -1.7127 0.6938
H 0.4486 -1.6255 -0.8754
```

Properties
Total energy (eV): -7806.255
SMILES string: C=C1C[C@H](O)[NH2+]1
Energy above the lowest of the compared OMol25 structures with the same formula, charge and spin (eV): 1.8482
Gap between HOMO and LUMO (eV): 11.42
Maximum force (eV/Å): 3.43
Charge: +1

Entry 3:
A gas-phase ion, C4H8NO (charge +1) in a non-equilibrium geometry, computed with the ωB97M-V functional and the def2-TZVPD basis.

XYZ file:
```
14
C4H8NO the ωB97M-V functional and the def2-TZVPD basis
C 0.9373 1.0586 -0.6758
C 0.1918 -0.1775 -0.2403
C 1.1242 -1.2932 0.1341
N -1.0351 -0.0724 -0.0253
C -2.4146 0.1634 -0.3067
O -2.0038 -0.6869 0.8045
H 0.1960 1.6651 -1.2026
H 1.3738 1.3752 0.3148
H 1.7764 0.8693 -1.1676
H 0.8441 -2.1378 -0.3626
H 2.1270 -0.8644 -0.1252
H 1.2186 -1.4943 1.1739
H -2.9042 1.0978 -0.0673
H -2.8962 -0.5161 -0.9906
```

Properties
Total energy (eV): -7803.781
SMILES string: CC(C)=[N+]1CO1
Energy above the lowest of the compared OMol25 structures with the same formula, charge and spin (eV): 4.3214
Gap between HOMO and LUMO (eV): 11.14
Maximum force (eV/Å): 4.59
Charge: +1

Entry 4:
A molecular structure, C4H8NO in a non-equilibrium geometry, computed with the ωB97M-V functional and the def2-TZVPD basis.

XYZ file:
```
14
C4H8NO the ωB97M-V functional and the def2-TZVPD basis
C 2.4541 -0.8152 -0.0434
C 1.2637 -1.3860 0.2459
C 1.6986 0.4538 -0.0258
C 1.8911 1.7241 -0.1698
N -2.0964 -0.4416 0.1408
O 0.4655 -0.2655 0.1601
H 3.4546 -0.9440 0.0187
H 0.6932 -2.2791 0.3141
H 1.0318 2.2486 -0.0532
H 2.8774 2.2671 -0.3995
H -2.4793 0.0810 -0.7013
H -2.3907 -1.4031 0.2502
H -2.6642 0.0442 0.7727
H -1.1245 -0.2045 0.2661
```

Properties
Total energy (eV): -7805.194
Energy above the lowest of the compared OMol25 structures with the same formula, charge and spin (eV): 2.9090
Gap between HOMO and LUMO (eV): 9.01
Maximum force (eV/Å): 4.20
Charge: +1

Entry 5:
A gas-phase ion, C4H8NO (charge +1) in a non-equilibrium geometry, computed with the ωB97M-V functional and the def2-TZVPD basis.

XYZ file:
```
14
C4H8NO the ωB97M-V functional and the def2-TZVPD basis
C -0.2515 -1.2291 0.8760
N -0.1701 0.1116 -0.0502
C -0.4630 1.5330 0.3069
C 0.8715 1.1198 -0.1321
C 0.5114 0.2261 -1.3016
O 1.2870 -0.8211 -1.5760
H -1.2410 -1.3284 0.8516
H 0.2675 -1.8485 0.2334
H 0.1404 -0.8744 1.8034
H -0.7804 1.6015 1.3467
H -1.1248 2.1100 -0.3365
H 1.8640 1.0392 0.3746
H 0.0504 0.4896 -2.1803
H 1.7570 -0.9266 -2.4374
```

Properties
Total energy (eV): -7804.900
SMILES string: C[N@@+]12C[C@@H]1[C@H]2O
Energy above the lowest of the compared OMol25 structures with the same formula, charge and spin (eV): 3.2024
Gap between HOMO and LUMO (eV): 12.81
Maximum force (eV/Å): 5.45
Charge: +1

Entry 6:
A molecular structure, C4H8NO in a non-equilibrium geometry, computed with the ωB97M-V functional and the def2-TZVPD basis.

XYZ file:
```
14
C4H8NO the ωB97M-V functional and the def2-TZVPD basis
C 2.0803 -0.1755 -0.5388
C -0.2426 -0.1999 -0.0605
C 0.7950 0.6077 0.8143
C -1.7316 0.1908 -0.0483
N 0.9085 0.6391 -0.7450
O 2.0942 0.0478 0.8922
H 2.1578 -1.2846 -0.7432
H 3.0116 0.1977 -1.0067
H -0.1522 -1.3446 0.0231
H 0.6073 1.5345 1.5067
H -1.9516 1.0936 0.6424
H -2.2514 -0.6388 0.3579
H -2.0144 0.2490 -1.0986
H 0.6901 1.3114 -1.5409
```

Properties
Total energy (eV): -7804.748
Energy above the lowest of the compared OMol25 structures with the same formula, charge and spin (eV): 3.3547
Gap between HOMO and LUMO (eV): 11.69
Maximum force (eV/Å): 3.99
Charge: +1

Entry 7:
A gas-phase ion, C4H8NO (charge +1) in a non-equilibrium geometry, computed with the ωB97M-V functional and the def2-TZVPD basis.

XYZ file:
```
14
C4H8NO the ωB97M-V functional and the def2-TZVPD basis
C -1.3766 0.9372 -0.2742
C -0.4653 -1.1341 0.5520
C 1.5766 1.0384 0.2375
C 0.9183 -1.1189 -0.1786
N -1.2206 -0.2884 -0.3863
O 1.6811 -0.0495 -0.4206
H -1.0322 1.2849 0.6619
H -1.8475 1.5845 -0.9379
H -0.9044 -2.1084 0.5062
H -0.2677 -0.5668 1.5238
H 2.2513 1.8209 -0.1138
H 0.9763 1.1825 1.1689
H 0.9779 -1.7558 -1.0836
H -1.2672 -0.8265 -1.2552
```

Properties
Total energy (eV): -7803.542
Energy above the lowest of the compared OMol25 structures with the same formula, charge and spin (eV): 4.5607
Gap between HOMO and LUMO (alpha / beta) (eV): 7.64 / 7.92
Maximum force (eV/Å): 4.46
Charge: +1

Entry 8:
2 unconnected molecules or ions with the total composition C4H8NO in a non-equilibrium geometry, computed with the ωB97M-V functional and the def2-TZVPD basis.

XYZ file:
```
14
C4H8NO the ωB97M-V functional and the def2-TZVPD basis
C -1.4066 0.3273 -0.6105
C -0.7798 0.1386 0.4103
C -2.3838 0.3189 -1.7277
C 2.1684 0.0028 0.7495
N 0.2388 -0.0162 1.3251
O 2.1046 -0.6067 -0.4148
H -2.0907 -0.4758 -2.4041
H -3.2371 0.2627 -1.0982
H -2.1816 1.2409 -2.1464
H 2.7692 -0.4741 1.5858
H 2.2728 1.0928 0.8625
H 0.2610 0.7734 2.1119
H -0.0700 -0.9900 1.7682
H 2.3348 -1.5945 -0.4117
```

Properties
Total energy (eV): -7800.209
Multiplicity: 3
Energy above the lowest of the compared OMol25 structures with the same formula, charge and spin (eV): 3.5083
Gap between HOMO and LUMO (alpha / beta) (eV): 6.36 / 7.60
Maximum force (eV/Å): 7.14
Charge: +1